The following is a DFT calculation (wB97M-V/def2-TZVPD) of C4H8O3S in the gas phase.

Summary:
Net charge: 0
Molar mass: 136.2 g mol⁻¹
E_LUMO: 0.5925 eV
E_HOMO: -0.3074 hartree

Last column: natural (NBO) charge in e.
Element x y z (Å)
O (2.3782, 1.0910, 0.6358)  -0.926
S (1.3198, 0.2968, 0.0228)  1.892
O (2.1942, -0.9988, -0.7117)  -0.929
C (0.0672, 1.1862, -0.6796)  -0.751
C (-1.1774, 0.3619, -0.5248)  0.080
O (-1.9912, 1.0620, 0.3232)  -0.720
C (-0.8409, -0.9834, 0.1746)  -0.439
C (0.1958, -0.7493, 1.1225)  -0.546
H (3.1420, -0.6985, -0.9085)  0.507
H (0.3336, 2.0551, -1.2103)  0.248
H (-1.6840, 0.2229, -1.5526)  0.160
H (-2.2179, 1.8915, -0.0706)  0.472
H (-0.4510, -1.6287, -0.7294)  0.230
H (-1.6988, -1.3125, 0.7809)  0.244
H (-0.1391, -0.1461, 1.9563)  0.247
H (0.5695, -1.6501, 1.3714)  0.232

Forces on the atoms, in the same order (eV/Å):
O 0.0 -0.5 -0.4
S -0.7 1.1 0.9
O 0.8 1.2 -0.1
C 2.7 -3.7 1.6
C 0.0 0.1 -2.4
O -2.0 0.1 1.7
C -1.9 -0.2 -3.8
C 1.7 3.3 -0.9
H -1.9 -0.3 0.6
H -0.1 0.7 -0.8
H 0.5 -0.2 1.5
H -0.2 0.8 -0.2
H -1.1 0.4 2.1
H -0.2 -0.4 -1.1
H 0.3 0.3 0.1
H 2.1 -2.7 1.2

The following is a DFT calculation (wB97M-V/def2-TZVPD) of 8 unconnected molecules or ions with the total composition C44H109N7O4S.

Summary:
Net charge: +1
Molar mass: 832.5 g mol⁻¹
E_LUMO (alpha / beta): -2.2171 / -6.6033 eV
E_HOMO (alpha / beta): -0.3474 / -0.3474 hartree
Multiplicity: 2

Last column: Löwdin charge in e.
Element x y z (Å)
C (3.8767, -0.9373, -1.1749)  -0.083
C (4.8481, -0.5876, -0.0353)  -0.243
N (5.9998, -1.4586, -0.0915)  -0.183
C (5.8037, -2.9011, 0.0930)  -0.238
C (5.1277, -3.2985, 1.4336)  -0.071
C (7.1310, -0.9782, 0.7178)  -0.217
C (7.5619, 0.5022, 0.3017)  -0.095
H (3.4171, -1.9221, -1.0905)  0.051
H (4.2894, -1.0580, -2.1765)  0.074
H (3.0994, -0.1736, -1.1995)  0.039
H (5.1173, 0.4642, -0.1318)  0.103
H (4.2176, -0.6837, 0.8486)  0.088
H (5.2078, -3.3224, -0.7167)  0.077
H (6.7517, -3.4170, -0.0591)  0.114
H (5.3608, -4.3478, 1.6140)  0.073
H (5.7520, -2.8209, 2.1888)  0.059
H (4.0574, -3.0923, 1.4495)  0.065
H (8.1076, -1.4496, 0.6074)  0.109
H (6.8717, -0.9274, 1.7753)  0.094
H (7.5429, 0.7811, -0.7518)  0.069
H (8.5940, 0.6073, 0.6363)  0.061
H (6.9901, 1.2670, 0.8274)  0.047
C (2.1870, 3.8003, 5.7571)  -0.098
C (2.8763, 2.8291, 4.8156)  -0.246
N (2.2937, 1.4608, 4.7797)  -0.194
C (1.3210, 1.1687, 3.7272)  -0.247
C (0.0676, 2.0146, 3.8903)  -0.084
C (3.2877, 0.4334, 4.9445)  -0.242
C (4.1666, 0.2613, 3.6709)  -0.069
H (2.5700, 4.8074, 5.5925)  0.071
H (2.3142, 3.5071, 6.7993)  0.075
H (1.1074, 3.9060, 5.6511)  0.053
H (2.7968, 3.2895, 3.8308)  0.099
H (3.9426, 2.8882, 5.0336)  0.114
H (1.7597, 1.4465, 2.7688)  0.084
H (1.0006, 0.1284, 3.6708)  0.120
H (-0.5224, 1.8502, 4.7919)  0.082
H (0.0891, 3.1030, 3.8346)  0.060
H (-0.5157, 1.8133, 2.9918)  0.039
H (2.6795, -0.4143, 5.2603)  0.114
H (3.8718, 0.6909, 5.8280)  0.111
H (4.6311, 1.1694, 3.2866)  0.068
H (3.5100, -0.0738, 2.8680)  0.044
H (5.0304, -0.3806, 3.8437)  0.067
C (2.9860, 6.1628, -1.2813)  -0.058
C (1.7040, 5.9718, -2.0350)  -0.148
N (1.3791, 4.4972, -2.1972)  0.036
C (1.0141, 3.7909, -0.9748)  -0.160
C (-0.0608, 4.4761, -0.0667)  -0.016
C (2.3256, 3.8000, -3.0815)  -0.191
C (1.7235, 2.6535, -3.8736)  -0.037
H (3.4400, 7.1527, -1.2368)  0.103
H (3.7797, 5.6008, -1.7736)  0.080
H (2.9748, 5.8154, -0.2482)  0.091
H (0.9398, 6.4754, -1.4430)  0.108
H (1.7922, 6.3180, -3.0647)  0.136
H (0.8003, 2.7716, -1.2963)  0.110
H (1.9693, 3.7177, -0.4548)  0.145
H (-0.9068, 4.4939, -0.7538)  0.060
H (-0.2093, 3.7817, 0.7602)  0.077
H (0.2647, 5.4170, 0.3769)  0.088
H (3.1688, 3.4730, -2.4731)  0.142
H (2.8988, 4.5128, -3.6743)  0.131
H (1.4250, 1.7878, -3.2823)  0.078
H (2.4836, 2.2708, -4.5546)  0.095
H (0.8530, 2.9601, -4.4535)  0.090
C (-5.5907, 3.9357, 0.2078)  -0.075
C (-4.3653, 4.2843, -0.5917)  -0.277
N (-4.4986, 5.4673, -1.4749)  -0.193
C (-3.2069, 5.8907, -2.0910)  -0.232
C (-2.5587, 6.7908, -1.0102)  -0.086
C (-5.5114, 5.3488, -2.5020)  -0.254
C (-5.8752, 6.7277, -3.1225)  -0.077
H (-5.7693, 4.8920, 0.6993)  0.091
H (-5.3636, 3.1692, 0.9487)  0.067
H (-6.4084, 3.6441, -0.4515)  0.070
H (-3.5929, 4.5087, 0.1439)  0.096
H (-4.0147, 3.4591, -1.2116)  0.103
H (-3.2423, 6.4334, -3.0356)  0.110
H (-2.5234, 5.0441, -2.1560)  0.082
H (-3.1540, 7.7030, -0.9698)  0.082
H (-1.5372, 6.9882, -1.3352)  0.048
H (-2.4847, 6.2035, -0.0949)  0.051
H (-5.2270, 4.6509, -3.2895)  0.116
H (-6.4093, 5.0175, -1.9803)  0.099
H (-5.2061, 6.9169, -3.9619)  0.061
H (-6.9064, 6.7872, -3.4708)  0.068
H (-5.9102, 7.5218, -2.3767)  0.077
C (-5.0793, -5.5989, -3.5294)  -0.081
C (-5.0426, -4.0719, -3.3306)  -0.281
N (-4.1257, -3.6387, -2.2551)  -0.167
C (-4.6317, -2.2516, -1.9112)  -0.216
C (-4.6984, -1.2474, -3.1188)  -0.090
C (-2.6694, -3.7471, -2.5628)  -0.209
C (-1.7453, -3.4152, -1.3452)  -0.076
H (-4.0701, -6.0107, -3.5206)  0.053
H (-5.5072, -5.8372, -4.5032)  0.073
H (-5.5603, -6.0635, -2.6687)  0.073
H (-4.7524, -3.5661, -4.2515)  0.102
H (-6.0793, -3.7771, -3.1681)  0.112
H (-5.6095, -2.2644, -1.4297)  0.101
H (-3.9320, -1.9181, -1.1449)  0.074
H (-5.5905, -1.3086, -3.7420)  0.065
H (-4.7628, -0.2187, -2.7642)  0.052
H (-3.8387, -1.3089, -3.7861)  0.061
H (-2.4404, -2.9583, -3.2795)  0.095
H (-2.3601, -4.7119, -2.9647)  0.107
H (-0.7058, -3.4314, -1.6727)  0.052
H (-1.8560, -4.0791, -0.4878)  0.080
H (-1.8292, -2.3707, -1.0451)  0.032
C (-2.5444, -2.5180, 3.6353)  -0.062
C (-4.0877, -2.3468, 3.6343)  -0.204
N (-4.5364, -0.9242, 3.3882)  -0.174
C (-4.1124, -0.0897, 4.5138)  -0.269
C (-4.3229, 1.4238, 4.4040)  -0.089
C (-5.9773, -0.7793, 3.0322)  -0.258
C (-6.3474, -1.4020, 1.7398)  -0.108
H (-2.0162, -1.8398, 2.9651)  0.045
H (-2.2108, -3.5037, 3.3112)  0.073
H (-2.2353, -2.4438, 4.6779)  0.071
H (-4.5807, -2.9726, 2.8904)  0.094
H (-4.6023, -2.6718, 4.5386)  0.111
H (-4.5529, -0.3760, 5.4688)  0.114
H (-3.0738, -0.3417, 4.7282)  0.095
H (-3.6400, 2.0559, 4.9716)  0.071
H (-4.2390, 1.8656, 3.4110)  0.048
H (-5.3646, 1.6317, 4.6483)  0.068
H (-6.2517, 0.2742, 2.9770)  0.105
H (-6.6321, -1.1401, 3.8254)  0.117
H (-6.1799, -2.4657, 1.5711)  0.068
H (-5.7473, -0.9153, 0.9709)  0.063
H (-7.4026, -1.3634, 1.4693)  0.082
C (5.9099, -5.0357, -3.3257)  -0.083
C (4.9561, -6.2839, -3.5024)  -0.215
N (4.0074, -6.2523, -2.3945)  -0.203
C (3.2280, -7.5337, -2.2692)  -0.229
C (4.1268, -8.7299, -1.8720)  -0.096
C (3.0591, -5.1527, -2.3577)  -0.278
C (2.4157, -4.8798, -0.9906)  -0.049
H (6.3379, -5.0636, -2.3237)  0.058
H (5.5039, -4.0255, -3.2722)  0.046
H (6.7912, -4.9993, -3.9662)  0.064
H (4.4242, -6.2238, -4.4519)  0.107
H (5.5834, -7.1754, -3.5023)  0.106
H (2.4814, -7.5705, -1.4759)  0.096
H (2.7173, -7.7165, -3.2147)  0.110
H (4.6521, -9.1139, -2.7465)  0.054
H (4.9315, -8.4807, -1.1803)  0.076
H (3.5512, -9.5928, -1.5371)  0.067
H (2.3193, -5.3829, -3.1244)  0.107
H (3.5351, -4.3102, -2.8593)  0.093
H (3.1695, -4.5313, -0.2846)  0.056
H (1.8122, -5.7375, -0.6939)  0.066
H (1.6647, -4.1350, -1.2542)  0.052
C (-2.0580, 0.1198, 1.3077)  -0.152
C (-1.9797, 0.9563, 0.0443)  -0.170
O (-0.8787, 0.4085, -0.7086)  -0.217
S (0.3254, -0.1633, 0.3094)  0.741
O (1.3995, 0.8325, 0.4344)  -0.277
O (0.6758, -1.5384, -0.1273)  -0.244
O (-0.6492, -0.1234, 1.6343)  -0.225
H (-2.7210, -0.7198, 1.0984)  0.117
H (-2.6292, 0.6135, 2.0938)  0.114
H (-1.8104, 2.0055, 0.2865)  0.104
H (-2.8875, 0.9436, -0.5589)  0.131

Forces on the atoms, in the same order (eV/Å):
C -0.2 -0.2 -0.4
C -0.9 -1.0 -1.2
N 1.9 -0.3 0.2
C -1.2 0.0 -0.1
C 1.8 -0.2 -0.7
C -0.1 2.7 -1.1
C -0.2 -0.4 0.9
H -0.3 0.1 0.7
H 0.7 0.7 0.0
H -0.2 -0.2 -0.1
H 0.3 -0.2 0.0
H 0.2 0.0 0.7
H -0.3 0.3 -0.2
H 0.2 0.3 0.4
H -0.6 -0.3 -0.1
H -0.7 0.4 0.5
H 0.2 0.1 0.3
H -0.7 -1.2 -0.2
H 0.1 -0.1 0.3
H -0.1 -0.6 -0.2
H 0.0 0.2 0.0
H -0.1 0.0 0.1
C -0.4 0.1 0.6
C -1.4 0.1 -0.8
N 0.2 0.7 0.9
C 0.4 2.1 0.6
C -1.0 0.3 -0.7
C 0.3 0.4 -0.2
C -0.3 -0.3 0.6
H 0.3 0.0 0.2
H 0.3 0.1 0.1
H 0.0 -0.4 -0.4
H 0.0 0.0 -0.6
H 0.0 -0.8 0.1
H 0.0 -0.2 -0.5
H 0.4 -0.1 0.4
H 0.1 -0.6 0.0
H 1.1 0.2 0.1
H -0.6 -0.4 0.2
H 0.6 -0.7 -0.5
H 0.3 0.0 -0.1
H -0.3 0.5 0.4
H 0.3 -0.5 -0.1
H -0.3 -0.5 -0.1
C 2.1 -0.8 0.3
C -1.0 -0.4 -0.4
N 2.1 1.6 1.4
C -0.4 0.3 0.0
C 1.1 -1.5 -1.3
C 0.1 0.0 -0.2
C -0.1 -0.3 -0.2
H -0.9 0.4 -0.3
H 0.1 -0.2 0.0
H -0.4 -0.1 0.0
H -0.5 -0.2 -0.6
H -0.2 0.4 0.2
H -0.4 -0.1 0.4
H 0.3 -0.1 0.2
H -0.5 0.6 0.8
H -0.3 0.0 -0.1
H -0.2 0.1 -0.4
H -0.3 -0.6 0.7
H -0.9 0.3 -0.6
H 0.0 0.2 0.3
H 0.0 0.2 -0.1
H 0.1 0.1 -0.1
C 0.2 0.8 -0.4
C 0.8 0.4 -1.0
N 0.5 0.3 -0.8
C 0.2 0.1 2.9
C 0.2 -0.4 -1.4
C -1.2 1.0 0.6
C -0.1 -0.5 0.1
H -0.8 -0.2 0.4
H -0.1 0.0 -0.1
H -0.1 -0.1 0.4
H 0.3 0.0 -0.1
H 0.2 -0.6 -0.1
H -0.6 -0.3 0.1
H 0.0 -0.6 -0.7
H 0.3 -0.1 0.6
H 0.2 0.5 0.1
H -0.3 0.5 0.2
H -0.1 -0.3 -0.2
H -0.1 -0.4 -0.3
H -0.1 0.5 0.1
H 0.0 -0.6 -0.4
H 0.8 0.0 0.1
C 0.9 0.6 0.3
C 0.9 -1.3 -0.4
N -1.8 0.5 0.3
C 1.6 -0.3 -0.7
C 0.0 0.1 0.6
C -0.3 1.5 1.1
C -0.3 0.1 -0.7
H 0.1 0.0 -0.2
H -0.3 -0.2 0.3
H -0.4 -0.1 -0.3
H 0.1 -0.1 -0.5
H 0.2 0.4 0.6
H 0.0 -0.6 -0.1
H 0.0 0.5 0.0
H -0.1 -0.6 0.1
H 0.3 0.1 0.3
H 0.1 -0.1 0.1
H 0.3 -0.1 -0.6
H -0.6 0.0 0.0
H 0.1 -0.4 -0.1
H -0.2 0.0 -0.1
H -0.5 0.0 0.2
C -0.8 -0.4 0.5
C -0.9 0.9 -1.0
N 0.1 0.0 -0.4
C 0.6 0.1 0.3
C -0.6 0.2 -0.8
C 0.4 -0.2 1.4
C 0.1 -0.7 -1.7
H -0.2 0.3 0.4
H -0.4 -0.2 0.0
H 0.5 0.4 -0.2
H 0.4 0.1 -0.4
H 0.5 -0.2 0.7
H -0.7 -0.3 0.2
H 0.3 0.3 -0.5
H -0.1 -0.4 0.6
H 0.2 -0.5 -0.5
H 0.1 0.3 0.4
H 0.5 0.2 -0.1
H 0.0 -0.4 0.5
H 0.5 -0.2 0.7
H -0.2 0.1 -0.4
H -0.1 0.7 0.3
C 0.5 -0.5 0.7
C 0.3 2.4 0.5
N -0.6 -1.9 1.6
C 1.6 -0.4 0.5
C 0.4 -0.1 -1.4
C 0.6 -0.4 -1.2
C -0.1 0.2 -1.8
H 0.1 -0.6 0.2
H -0.6 -0.2 -0.7
H -0.3 -0.2 -0.4
H 0.0 -0.1 -0.5
H -0.3 0.0 0.2
H -0.1 1.1 -0.1
H -0.2 -0.2 -0.2
H 0.1 0.0 -0.2
H -0.4 0.2 0.3
H -0.1 0.2 0.3
H -1.0 -0.1 0.0
H 0.1 0.5 0.8
H -0.4 -0.2 0.2
H 0.5 -0.1 0.5
H 0.1 0.5 0.6
C -0.6 0.4 -1.1
C 0.1 0.4 0.3
O 1.2 -0.3 0.7
S -0.2 -1.3 -1.2
O -2.3 -1.7 -0.1
O -1.1 3.8 1.5
O 0.2 -0.4 -0.8
H 1.0 -0.9 0.1
H 0.9 0.2 0.4
H 0.4 0.1 0.0
H 0.2 -0.5 -0.1

Relative energy (zero: lowest compared OMol25 entry of this formula, charge and spin) (eV)
4.137, 0.296